The following is a quantum chemistry calculation of C8H12F7N3O7PS2 as an isolated structure, from OMol25.

```
40
Properties=species:S:1:pos:R:3:lowdin_charge:R:1
N 5.446 -0.315 -2.384 -0.0245
C 4.331 0.270 -3.135 -0.3073
C 3.306 0.950 -2.215 -0.1717
C 2.049 0.153 -1.785 -0.4369
P 2.556 -1.622 -1.367 0.9229
N 1.321 -2.090 -0.272 -0.1447
O 2.016 -2.400 -2.712 -0.3011
C 0.893 0.341 -2.771 -0.0735
C -0.354 0.318 -1.897 -0.3187
F -0.917 -0.952 -1.904 0.0157
O 0.058 0.677 -0.608 0.0904
C 1.425 0.787 -0.548 -0.4667
O 1.980 1.345 0.345 0.1634
H 5.099 -0.855 -1.601 0.0047
H 5.987 -0.941 -2.967 0.0591
H 4.751 1.049 -3.781 0.1025
H 3.832 -0.444 -3.810 0.1000
H 3.824 1.321 -1.327 0.1182
H 2.937 1.831 -2.751 0.1121
H 1.700 -2.168 0.669 0.0524
H 0.974 -3.011 -0.522 0.0493
H 1.050 -2.359 -2.777 0.0442
H 0.788 -0.399 -3.565 0.1178
H 0.958 1.337 -3.221 0.1292
H -1.149 0.992 -2.226 0.1642
C -2.477 -1.017 1.547 -0.6816
F -1.429 -1.788 1.232 0.1061
F -2.545 -0.021 0.662 0.1240
F -3.584 -1.760 1.423 0.1215
S -2.268 -0.405 3.274 0.5680
O -1.074 0.389 3.245 -0.2876
O -2.257 -1.596 4.077 -0.2958
N -3.619 0.416 3.321 -0.3094
S -4.062 1.214 4.610 0.5680
O -3.286 2.387 4.898 -0.2929
O -4.468 0.397 5.720 -0.2946
C -5.640 1.860 3.905 -0.6849
F -6.471 0.873 3.558 0.1221
F -5.428 2.627 2.831 0.1222
F -6.253 2.609 4.832 0.1140
```

The largest force on an atom is 0.627 eV/A. As for the spin multiplicity: 1. Its energy above the lowest of the compared OMol25 structures with the same formula, charge and spin is 0.000 eV. As for the electronic energy: -2839.9090 Eh. Its net charge is -1. As for the HOMO energy: -6.209 eV.

The following is a quantum chemistry calculation of C29H28I2N6ORu as an isolated structure, from OMol25.

```
67
Properties=species:S:1:pos:R:3:lowdin_charge:R:1
Ru 0.413 -1.317 -1.940 1.4285
C -2.357 -4.034 4.015 -0.0520
C -2.084 -2.550 3.774 -0.5540
C -3.409 -1.775 3.865 -0.0251
C -1.110 -2.038 4.847 -0.0264
C -1.473 -2.301 2.405 -0.1104
C -1.205 -3.319 1.494 0.0381
C -0.656 -3.012 0.270 -0.0725
N -0.364 -1.757 -0.095 -0.0713
C -0.605 -0.743 0.769 -0.1599
C -1.151 -1.000 2.007 0.0678
C -0.248 0.625 0.300 -0.1796
C -0.474 1.760 1.060 0.0746
C -0.129 3.019 0.576 -0.1176
C 0.449 3.064 -0.694 0.0218
C 0.647 1.899 -1.399 -0.0876
N 0.309 0.699 -0.918 0.0043
C -0.363 4.300 1.364 -0.5553
C -1.289 5.214 0.547 -0.0276
C 0.990 4.995 1.581 -0.0288
C -1.006 4.028 2.724 -0.0544
H -2.793 -4.158 5.006 0.0985
H -1.442 -4.629 3.985 0.0944
H -3.067 -4.442 3.294 0.0952
H -3.859 -1.947 4.843 0.0996
H -4.116 -2.108 3.104 0.0988
H -3.265 -0.699 3.755 0.0824
H -1.538 -2.217 5.834 0.0993
H -0.924 -0.966 4.759 0.0821
H -0.152 -2.559 4.795 0.0974
H -1.419 -4.352 1.721 0.1208
H -0.442 -3.786 -0.456 0.1233
H -1.335 -0.181 2.685 0.1148
H -0.927 1.673 2.035 0.1032
H 0.743 4.004 -1.140 0.1249
H 1.086 1.914 -2.389 0.1149
H -0.847 5.495 -0.410 0.0838
H -1.474 6.132 1.106 0.0986
H -2.251 4.736 0.355 0.0974
H 1.463 5.274 0.639 0.0833
H 1.680 4.358 2.138 0.0962
H 0.838 5.910 2.155 0.0983
H -1.988 3.560 2.627 0.0935
H -1.149 4.975 3.244 0.0981
H -0.374 3.402 3.359 0.0929
I 5.182 -2.126 0.101 1.1191
C 4.644 -1.583 -1.796 -0.6401
C 5.590 -1.371 -2.785 -0.1941
C 5.234 -1.006 -4.082 -0.6361
I 6.727 -0.740 -5.448 1.1789
C 3.846 -0.831 -4.449 -0.1816
C 3.376 -0.467 -5.723 0.0096
C 2.026 -0.347 -5.935 0.0153
C 1.135 -0.588 -4.886 -0.0630
N 1.558 -0.926 -3.677 -0.0227
C 2.892 -1.047 -3.460 -0.1434
C 3.258 -1.430 -2.108 -0.3642
O 2.328 -1.621 -1.264 -0.1619
H 6.637 -1.495 -2.543 0.0954
H 4.076 -0.287 -6.529 0.0866
H 1.636 -0.076 -6.905 0.1327
H 0.065 -0.517 -5.021 0.1177
N -1.266 -1.292 -2.791 -0.0687
C -2.399 -1.408 -3.192 -0.2522
N -3.511 -1.405 -3.651 0.1699
C -4.671 -2.031 -3.707 -0.2853
N -5.697 -2.552 -3.744 0.1837
```

The largest force on an atom is 0.424 eV/A. As for the spin multiplicity: 5. Its energy above the lowest of the compared OMol25 structures with the same formula, charge and spin is 0.000 eV. As for the electronic energy: -2215.3931 Eh. Its net charge is +2. As for the HOMO energy (alpha / beta): -14.131 / -14.647 eV.

The following is a quantum chemistry calculation of C27H47AsN3O16P2RbSi3 as an isolated structure at a distorted geometry, from OMol25.

```
100
Properties=species:S:1:pos:R:3:lowdin_charge:R:1
Rb -1.861 -0.812 1.017 1.0303
C -5.337 -1.693 3.049 -0.0765
C -4.060 -1.944 3.857 -0.5795
O -4.403 -2.452 5.159 -0.0986
P -3.121 -3.295 3.073 0.4343
O -1.879 -3.675 3.964 -0.1125
O -4.098 -4.545 3.308 -0.1112
O -2.814 -3.059 1.648 -0.4358
P -3.190 -0.304 4.094 0.2731
O -1.632 -0.711 4.340 -0.1619
O -3.758 0.167 5.388 -0.3136
O -3.250 0.459 2.810 -0.4640
H -5.957 -2.591 3.042 0.0770
H -5.105 -1.408 2.024 0.0778
H -5.895 -0.879 3.516 0.0857
H -4.317 -1.670 5.739 0.0665
H -1.024 -3.295 3.644 0.0409
H -4.400 -4.530 4.228 0.0755
H -1.152 -0.679 3.498 -0.0272
C 3.692 3.658 0.808 -0.2253
Si 3.135 3.286 -0.943 0.2210
C 4.445 2.213 -1.768 -0.2360
C 3.133 4.941 -1.846 -0.2141
As 1.186 1.990 -0.911 0.8340
Si -0.529 3.451 -0.207 0.2533
C -2.192 2.673 -0.553 -0.1996
C -0.477 5.127 -1.069 -0.2213
C -0.384 3.709 1.642 -0.2101
Si 0.812 1.669 -3.219 0.2599
C -1.004 1.611 -3.621 -0.2062
C 1.603 0.019 -3.616 -0.2125
C 1.573 2.965 -4.362 -0.2269
H 4.597 4.272 0.781 0.0246
H 3.905 2.743 1.361 0.0252
H 2.929 4.203 1.366 0.0148
H 5.438 2.655 -1.653 0.0236
H 4.246 2.099 -2.836 0.0061
H 4.460 1.216 -1.323 0.0266
H 4.140 5.366 -1.778 0.0256
H 2.442 5.651 -1.390 0.0061
H 2.875 4.846 -2.899 0.0001
H -2.439 2.670 -1.613 0.0148
H -2.961 3.245 -0.024 0.0437
H -2.271 1.642 -0.206 -0.0124
H -0.399 5.015 -2.153 0.0171
H 0.369 5.725 -0.727 0.0047
H -1.394 5.683 -0.847 0.0260
H -0.742 2.822 2.170 0.0270
H -1.019 4.551 1.934 0.0327
H 0.635 3.907 1.976 0.0060
H -1.556 0.934 -2.963 0.0193
H -1.105 1.242 -4.646 0.0129
H -1.457 2.604 -3.576 0.0330
H 1.192 -0.761 -2.971 0.0333
H 2.687 0.048 -3.472 0.0198
H 1.394 -0.269 -4.650 0.0252
H 1.199 3.967 -4.144 0.0128
H 1.289 2.716 -5.390 0.0271
H 2.664 2.985 -4.312 0.0065
O 4.246 -1.164 7.844 0.0453
N 3.862 -0.407 6.965 -0.3687
O 4.134 0.783 6.936 0.0497
C 2.962 -0.927 5.963 -0.1491
C 2.603 -2.272 5.990 0.0758
C 1.777 -2.772 5.027 -0.0402
C 1.178 -1.975 3.959 -0.2799
O 0.388 -2.427 3.122 -0.0019
C 1.616 -0.583 4.023 -0.0400
C 2.467 -0.089 4.982 0.0839
N 1.125 0.392 3.063 -0.3072
O 0.257 0.044 2.274 -0.1270
O 1.594 1.514 3.077 0.0651
N 1.517 -4.212 5.107 -0.3429
O 1.344 -4.823 4.076 0.1031
O 1.683 -4.747 6.195 0.0445
H 2.984 -2.924 6.761 0.1287
H 2.736 0.955 4.969 0.1308
C 1.823 -3.694 -5.578 -0.0658
C 0.608 -3.123 -4.893 -0.2986
C -0.177 -2.158 -5.507 -0.0528
C -1.286 -1.603 -4.871 -0.2139
C -2.151 -0.619 -5.615 -0.0633
C -1.597 -1.998 -3.568 -0.0551
C -0.840 -2.998 -2.946 -0.1992
C -1.205 -3.521 -1.581 -0.0313
C 0.246 -3.547 -3.620 -0.0250
C -2.752 -1.330 -2.821 -0.6898
O -3.884 -1.449 -3.312 0.0003
O -2.405 -0.697 -1.787 -0.1538
H 1.918 -3.307 -6.593 0.0643
H 1.772 -4.784 -5.636 0.0701
H 2.737 -3.440 -5.036 0.0734
H 0.076 -1.825 -6.511 0.1079
H -1.591 -0.157 -6.433 0.0741
H -2.539 0.159 -4.960 0.0547
H -3.023 -1.128 -6.030 0.0862
H -2.270 -3.421 -1.380 0.0838
H -0.685 -2.996 -0.778 0.0694
H -0.935 -4.575 -1.497 0.0801
H 0.827 -4.326 -3.132 0.1158
```

The largest force on an atom is 1.850 eV/A. As for the spin multiplicity: 1. Its energy above the lowest of the compared OMol25 structures with the same formula, charge and spin is 0.742 eV. As for the electronic energy: -6236.4946 Eh. Its net charge is -2. As for the HOMO energy: -3.665 eV.

Among the records above, which one has the highest net charge?
C29H28I2N6ORu